ORCA calculation (ωB97M-V/def2-TZVPD) on C4H5O6Y as an isolated structure in a non-equilibrium geometry.

Element x y z (Å)
O (2.703, -1.050, 0.666)
C (2.242, 0.057, 0.280)
O (2.707, 1.149, 0.693)
O (1.314, 0.035, -0.670)
Y (4.653, 0.028, 1.792)
C (0.067, -0.619, -0.575)
C (-1.077, -1.278, 0.098)
H (0.075, -1.091, -1.571)
H (0.132, -1.143, 0.786)
H (-1.460, -2.074, -0.551)
O (-2.417, 0.136, 0.149)
C (-1.934, 1.125, -0.460)
O (-0.822, 1.049, -1.068)
O (-2.227, 2.322, 0.028)
H (-2.515, 2.897, -0.692)
H (-1.438, -1.544, 1.095)

The value obtained for the HOMO-LUMO gap (spin up / spin down) is 5.17 / 4.79 eV. The calculation puts the highest occupied orbital energy (spin up / spin down) at -0.3995 / -0.3995 Eh. The calculation puts the energy above the lowest of the compared OMol25 structures with the same formula, charge and spin at 174.1 kcal/mol. As for the spin multiplicity: 2. Its LUMO energy (spin up / spin down) is -5.7045 / -6.0754 eV. The total charge is +1.

Atomic partial charges in e from the natural (NBO) method, atoms 1 to 4: -0.805, 0.991, -0.770, -0.475